# 1
Below is the ion C5H11NO with charge -1, with properties calculated with ωB97M-V with the def2-TZVPD basis set.

Summary:
Energy above the lowest of the compared OMol25 structures with the same formula, charge and spin = 38.96 kcal per mole
Charge = -1
Expectation value of S² = 0.75
E_tot = -8898.4724 eV
Orbital gap (alpha / beta) = 2.78 / 9.56 eV
HOMO energy (alpha / beta) = 0.04320 / -0.21022 hartree
Spin multiplicity = 2

Each atom is followed by the atoms it is bonded to, with distances in Å.
Element x y z (Å)
1 C 0.14567 -0.41456 -1.48055  N2 1.376, O7 1.219, H8 1.159
2 N -0.34280 0.47861 -0.55534  C1 1.376, C3 1.422, C5 1.508
3 C -1.37287 1.40492 -0.87518  N2 1.422, H9 1.123, H10 1.104, H11 1.180
4 C 1.55079 0.01163 1.26468  C5 1.521, H12 1.066, H13 1.142, H14 1.090
5 C 0.14255 0.43149 0.87132  N2 1.508, C4 1.521, C6 1.571, H15 1.101
6 C -0.73319 -0.65619 1.59038  C5 1.571, H16 1.074, H17 1.108, H18 1.076
7 O 0.78253 -1.42648 -1.24398  C1 1.219
8 H -0.24361 -0.22521 -2.55592  C1 1.159
9 H -1.40933 2.27476 -0.16640  C3 1.123
10 H -1.32212 2.11131 -1.72176  C3 1.104
11 H -2.47117 0.97849 -0.80929  C3 1.180
12 H 1.86000 0.26584 2.25264  C4 1.066
13 H 1.79643 -1.05113 0.92683  C4 1.142
14 H 2.25064 0.51897 0.60034  C4 1.090
15 H 0.00240 1.33961 1.47698  C5 1.101
16 H -0.24466 -1.59161 1.39287  C6 1.074
17 H -1.84019 -0.64202 1.55933  C6 1.108
18 H -0.63675 -0.58108 2.65962  C6 1.076



# 2
Below is an isolated molecule of C5H4N2, with properties calculated with ωB97M-V with the def2-TZVPD basis set.

Summary:
Energy above the lowest of the compared OMol25 structures with the same formula, charge and spin = 120.69 kcal per mole
Charge = 0
E_tot = -8224.2599 eV
Orbital gap (alpha / beta) = 6.70 / 6.70 eV
HOMO energy (alpha / beta) = -0.29626 / -0.29625 hartree

Each atom is followed by the atoms it is bonded to, with distances in Å.
Element x y z (Å)
1 C 2.65048 -0.44765 -0.10383  C2 1.205, H8 1.062
2 C 1.49513 -0.13415 0.03268  C1 1.205, C3 1.407
3 C 0.13290 0.20740 0.11483  C2 1.407, C4 1.393, C7 1.433
4 C -0.86479 -0.70829 0.44239  C3 1.393, N5 1.297, H9 1.091
5 N -2.03164 -0.58027 -0.10914  C4 1.297, H10 1.035
6 N -1.59387 1.35645 -0.91295  C7 1.271
7 C -0.38478 1.38157 -0.52309  C3 1.433, N6 1.271, H11 1.108
8 H 3.67786 -0.70849 -0.17504  C1 1.062
9 H -0.64136 -1.44868 1.21162  C4 1.091
10 H -2.75973 -1.13898 0.36916  N5 1.035
11 H 0.27954 2.25732 -0.66069  C7 1.108



# 3
Below is a cluster of 2 separate species, C5H16N3 in total, with properties calculated with ωB97M-V with the def2-TZVPD basis set.

Summary:
Energy above the lowest of the compared OMol25 structures with the same formula, charge and spin = 73.58 kcal per mole
Charge = 0
Expectation value of S² = 0.76
E_tot = -9909.5947 eV
Orbital gap (alpha / beta) = 4.16 / 9.96 eV
HOMO energy (alpha / beta) = -0.11323 / -0.33689 hartree
Spin multiplicity = 2

Each atom is followed by the atoms it is bonded to, with distances in Å.
Element x y z (Å)
1 C -0.44336 1.51344 0.59172  C2 1.553, N4 1.407, H7 1.129, H8 1.179
2 C 0.12291 1.88322 1.98998  C1 1.553, H9 1.116, H10 1.142, H16 1.080
3 C -1.15681 -0.74248 0.85646  N4 1.336, N5 1.337, N6 1.405
4 N -1.45765 0.55713 0.78118  C1 1.407, C3 1.336, H11 1.104
5 N 0.05626 -1.27647 1.03084  C3 1.337, H12 1.085, H13 0.955
6 N -2.24466 -1.55904 0.50410  C3 1.405, H14 1.070, H15 1.119
7 H -0.87063 2.35200 -0.03271  C1 1.129
8 H 0.41478 1.22989 -0.16598  C1 1.179
9 H -0.56486 2.00670 2.86058  C2 1.116
10 H 0.89438 2.70692 1.81472  C2 1.142
11 H -2.48219 0.96744 0.81235  N4 1.104
12 H 0.77076 -0.51000 1.31144  N5 1.085
13 H 0.22331 -2.19489 0.82851  N5 0.955
14 H -3.28103 -1.29499 0.51512  N6 1.070
15 H -2.10561 -2.65810 0.66022  N6 1.119
16 H 0.75499 1.26355 2.60932  C2 1.080
17 C 1.03044 -1.10358 -2.19903  C18 1.474, H19 1.182, H20 1.102, H21 1.054
18 C 1.78122 0.16015 -2.08892  C17 1.474, H22 1.147, H23 1.065, H24 1.149
19 H 0.05949 -1.10257 -1.52543  C17 1.182
20 H 0.75790 -1.47723 -3.19908  C17 1.102
21 H 1.50682 -1.84848 -1.62460  C17 1.054
22 H 1.64015 0.77747 -3.04490  C18 1.147
23 H 1.70932 0.49110 -1.07919  C18 1.065
24 H 2.88409 -0.14117 -2.20672  C18 1.149



# 4
Below is an isolated molecule of C5H5BrO2, with properties calculated with ωB97M-V with the def2-TZVPD basis set.

Summary:
Energy above the lowest of the compared OMol25 structures with the same formula, charge and spin = 32.89 kcal per mole
Charge = 0
E_tot = -79401.2557 eV
Orbital gap = 9.66 eV
HOMO energy = -0.33425 hartree
SMILES string = O=C[C@]1(Br)CC=CO1

Each atom is followed by the atoms it is bonded to, with distances in Å.
Element x y z (Å)
1 O 0.57153 -2.37926 0.26732  C2 1.176
2 C 1.12789 -1.39210 0.58011  O1 1.176, C3 1.518, H9 1.059
3 C 0.87082 -0.03063 -0.03906  C2 1.518, Br4 1.920, C5 1.655, O8 1.425
4 Br 2.39318 1.07357 0.34572  C3 1.920
5 C -0.48289 0.54076 0.72162  C3 1.655, C6 1.521, H10 1.115, H11 1.130
6 C -1.47946 0.61988 -0.42434  C5 1.521, C7 1.333, H12 1.083
7 C -0.81268 0.22912 -1.51064  C6 1.333, O8 1.320, H13 1.014
8 O 0.44377 -0.15909 -1.39298  C3 1.425, C7 1.320
9 H 1.79310 -1.18942 1.37841  C2 1.059
10 H -0.31867 1.46053 1.33000  C5 1.115
11 H -0.62559 -0.30835 1.45358  C5 1.130
12 H -2.42356 1.11418 -0.23378  C6 1.083
13 H -1.05744 0.42081 -2.47595  C7 1.014



# 5
Below is a cluster of 3 separate species, C4H10NOS2 in total, with properties calculated with ωB97M-V with the def2-TZVPD basis set.

Summary:
Energy above the lowest of the compared OMol25 structures with the same formula, charge and spin = 50.28 kcal per mole
Charge = -1
E_tot = -29515.9607 eV
Orbital gap = 7.63 eV
HOMO energy = -0.14786 hartree

Each atom is followed by the atoms it is bonded to, with distances in Å.
Element x y z (Å)
1 C -2.79261 -0.53602 -0.25711  C2 1.529, H9 1.088, H10 1.088, H11 1.086
2 C -1.36009 -0.05537 -0.49288  C1 1.529, C3 1.505, H12 1.093, H13 1.092
3 C -0.43066 -0.57028 0.57357  C2 1.505, S7 1.677, H14 1.086
4 C 1.00140 1.14583 0.74751  N5 1.259, H15 1.081
5 N 2.11626 0.70004 0.36732  C4 1.259, O6 1.312, H16 1.051
6 O 3.25755 1.31598 0.16565  N5 1.312
7 S 0.57376 -1.87849 0.27020  C3 1.677
8 S 5.54301 -0.44776 -0.31999  H17 1.330, H18 1.404
9 H -3.43288 -0.24520 -1.08734  C1 1.088
10 H -3.19459 -0.10039 0.65563  C1 1.088
11 H -2.82165 -1.61703 -0.15643  C1 1.086
12 H -1.35524 1.03706 -0.51218  C2 1.093
13 H -1.00456 -0.41484 -1.46124  C2 1.092
14 H -0.78662 -0.45387 1.59327  C3 1.086
15 H 0.83536 2.19678 0.93584  C4 1.081
16 H 2.12967 -0.33584 0.18839  N5 1.051
17 H 5.63258 -0.62696 0.99438  S8 1.330
18 H 4.43644 0.39968 -0.15081  S8 1.404



# 6
Below is a cluster of 2 separate species, C4H10NOP in total, with properties calculated with ωB97M-V with the def2-TZVPD basis set.

Summary:
Energy above the lowest of the compared OMol25 structures with the same formula, charge and spin = 81.59 kcal per mole
Charge = 0
E_tot = -17133.4303 eV
Orbital gap = 9.28 eV
HOMO energy = -0.30269 hartree
SMILES string = CP(N)O.C#CC

Each atom is followed by the atoms it is bonded to, with distances in Å.
Element x y z (Å)
1 C -3.07221 -0.01299 0.00231  P2 1.854, H5 1.128, H6 1.099, H7 1.047
2 P -1.35437 0.35852 0.59221  C1 1.854, N3 1.642, O4 1.590
3 N -0.98255 -1.23794 0.68578  P2 1.642, H8 0.853, H9 1.007
4 O -0.51355 0.48136 -0.75209  P2 1.590, H10 0.996
5 H -2.80404 -0.29342 -1.05714  C1 1.128
6 H -3.55007 -0.81053 0.58875  C1 1.099
7 H -3.77436 0.75255 0.13298  C1 1.047
8 H -0.13076 -1.27927 0.69869  N3 0.853
9 H -1.44709 -1.68900 1.45711  N3 1.007
10 H -0.39786 -0.46024 -1.05440  O4 0.996
11 C 2.39965 -1.05830 0.14430  C12 1.213, H14 1.061
12 C 2.49439 0.15113 0.13252  C11 1.213, C13 1.418
13 C 2.53516 1.49358 -0.32179  C12 1.418, H15 1.101, H16 1.063, H17 1.096
14 H 2.88625 -1.98751 -0.01508  C11 1.061
15 H 2.80307 1.55936 -1.38795  C13 1.101
16 H 3.27285 1.93774 0.30177  C13 1.063
17 H 1.63548 2.09495 -0.14796  C13 1.096